{"formula": "C27H22N2O3", "method": "ωB97M-V/def2-TZVPD", "symbols": ["C", "C", "C", "C", "C", "C", "C", "C", "O", "C", "C", "O", "N", "C", "O", "C", "C", "C", "C", "C", "C", "C", "C", "C", "C", "C", "C", "C", "C", "C", "C", "N", "H", "H", "H", "H", "H", "H", "H", "H", "H", "H", "H", "H", "H", "H", "H", "H", "H", "H", "H", "H", "H", "H"], "coordinates": [[2.891318, 1.772187, 1.840520], [3.017455, 0.300833, 1.601587], [2.272441, -0.617490, 2.326515], [2.401769, -1.976006, 2.096235], [3.310184, -2.434715, 1.161308], [4.075783, -1.545918, 0.415390], [5.077235, -2.056377, -0.579359], [3.896052, -0.175522, 0.621205], [4.604096, 0.755418, -0.131640], [4.139733, 0.975847, -1.451261], [2.650092, 1.315934, -1.504617], [2.205829, 2.403114, -1.768722], [1.859841, 0.230608, -1.209175], [0.516641, 0.258474, -0.908141], [-0.099705, -0.930751, -0.901639], [-1.406043, -0.721858, -0.545104], [-2.281281, -1.879807, -0.511610], [-3.652180, -1.760080, -0.742697], [-4.460695, -2.879380, -0.710292], [-3.918801, -4.129724, -0.457217], [-2.556420, -4.258146, -0.242497], [-1.740700, -3.143751, -0.270570], [-1.615642, 0.615915, -0.313102], [-2.818260, 1.300218, 0.153120], [-3.195968, 2.514874, -0.412799], [-4.322221, 3.174767, 0.043364], [-5.077431, 2.636113, 1.071161], [-4.700832, 1.432698, 1.645790], [-3.578190, 0.767217, 1.192687], [-0.352279, 1.262805, -0.550258], [-0.089101, 2.620203, -0.315070], [0.060987, 3.723218, -0.039729], [2.346672, 2.256119, 1.029187], [3.877885, 2.228258, 1.885435], [2.360533, 1.966946, 2.768393], [1.580973, -0.260165, 3.075304], [1.806624, -2.678482, 2.660314], [3.437691, -3.496012, 1.004140], [5.857872, -1.317206, -0.743710], [5.534358, -2.971921, -0.210655], [4.604605, -2.286175, -1.536658], [4.334028, 0.105460, -2.095808], [4.707926, 1.833245, -1.816545], [2.282222, -0.685657, -1.128670], [-4.075043, -0.791013, -0.957193], [-5.520562, -2.776869, -0.889916], [-4.555733, -5.001180, -0.432106], [-2.128602, -5.231103, -0.050146], [-0.678877, -3.239252, -0.098148], [-2.609726, 2.936730, -1.215341], [-4.608378, 4.114790, -0.403990], [-5.955359, 3.154107, 1.427528], [-5.282412, 1.012994, 2.453439], [-3.277761, -0.166435, 1.645528]], "atomic_forces_ev_per_a": [[0.0, 0.0, -0.1], [0.2, 0.0, -0.1], [0.1, 0.0, -0.1], [0.0, -0.1, 0.0], [-0.1, 0.1, 0.0], [0.2, 0.3, -0.1], [0.0, 0.1, 0.0], [0.0, -0.3, 0.3], [0.0, -0.2, 0.4], [0.0, 0.2, -0.3], [0.3, -0.1, -0.1], [0.1, 0.1, 0.0], [-0.6, -0.6, -0.2], [-0.2, 0.8, 0.1], [0.4, 0.1, -0.2], [-0.6, 1.2, 0.3], [0.1, -0.4, -0.1], [0.2, 0.0, -0.1], [-0.1, 0.0, 0.0], [0.0, -0.1, 0.0], [0.0, -0.1, 0.0], [0.0, 0.2, 0.0], [0.4, -1.0, -0.2], [-0.3, 0.1, 0.1], [0.0, -0.1, 0.0], [-0.1, 0.1, 0.0], [0.0, 0.0, 0.0], [-0.1, -0.1, 0.1], [0.1, 0.1, 0.0], [0.3, -1.1, -0.4], [0.1, 0.3, 0.2], [0.0, 0.4, 0.1], [0.0, 0.1, 0.0], [0.0, 0.1, 0.0], [0.0, 0.0, 0.0], [-0.1, 0.1, 0.1], [0.0, -0.1, 0.1], [0.0, -0.1, 0.0], [0.1, 0.0, -0.1], [0.0, -0.1, 0.0], [0.1, 0.0, -0.1], [0.0, 0.1, 0.1], [-0.2, -0.1, -0.1], [0.0, 0.2, 0.1], [0.0, 0.1, 0.0], [-0.1, 0.0, 0.0], [-0.1, -0.1, 0.0], [0.0, -0.1, 0.0], [0.1, 0.0, 0.0], [0.0, 0.1, -0.1], [0.0, 0.1, 0.0], [-0.1, 0.0, 0.0], [0.0, 0.0, 0.1], [0.0, -0.1, 0.0]], "lowdin_charge": [-0.005, -0.201, -0.038, -0.078, -0.050, -0.221, -0.032, -0.225, -0.042, -0.078, -0.415, 0.118, 0.198, -0.199, 0.135, -0.136, -0.149, -0.026, -0.073, -0.088, -0.080, -0.021, -0.058, -0.181, -0.024, -0.071, -0.086, -0.076, -0.038, -0.079, -0.207, 0.195, 0.066, 0.092, 0.086, 0.114, 0.103, 0.112, 0.084, 0.083, 0.084, 0.126, 0.143, 0.152, 0.117, 0.105, 0.101, 0.103, 0.112, 0.116, 0.105, 0.101, 0.103, 0.121], "fmax_ev_per_a": 1.34, "e_lumo_ev": 0.361, "relative_energy_kcal_mol": 0.9, "smiles": "Cc1cccc(C)c1OCC(=O)Nc1oc(-c2ccccc2)c(-c2ccccc2)c1C#N"}

{"formula": "C26H45Cl3O2P2Pt", "method": "ωB97M-V/def2-TZVPD", "symbols": ["Pt", "C", "C", "C", "C", "C", "C", "H", "H", "H", "C", "H", "H", "H", "C", "H", "H", "H", "C", "H", "H", "H", "C", "H", "H", "H", "C", "C", "C", "C", "C", "C", "C", "C", "H", "H", "H", "H", "H", "H", "H", "H", "H", "H", "H", "H", "P", "C", "H", "H", "H", "C", "H", "H", "H", "C", "H", "H", "H", "P", "C", "H", "H", "H", "C", "H", "H", "H", "C", "H", "H", "H", "Cl", "C", "Cl", "Cl", "C", "O", "O"], "coordinates": [[-0.475216, -0.296548, -2.629506], [-2.680617, 1.919797, -0.087112], [-3.239364, 0.997643, -1.014214], [-2.371092, -0.210192, 0.747568], [-2.156745, 1.175874, 1.013181], [-3.012765, -0.319458, -0.518277], [-2.585876, 3.380354, -0.279823], [-2.423031, 3.623352, -1.339758], [-1.753798, 3.795208, 0.301724], [-3.506168, 3.894003, 0.037808], [-1.471168, 1.712765, 2.193070], [-1.101231, 2.730918, 2.020301], [-0.617486, 1.072445, 2.453704], [-2.137659, 1.738160, 3.068558], [-1.897623, -1.314491, 1.597581], [-2.440043, -1.358881, 2.552193], [-0.837205, -1.153364, 1.847155], [-1.996059, -2.282534, 1.097704], [-3.283759, -1.560665, -1.256267], [-4.302233, -1.546081, -1.668680], [-3.174233, -2.436459, -0.608405], [-2.574172, -1.686284, -2.102154], [-3.873531, 1.355960, -2.295623], [-4.848813, 1.846350, -2.132290], [-4.051929, 0.466763, -2.912457], [-3.254521, 2.058507, -2.876486], [1.175762, 0.758538, -2.855590], [-0.063209, 1.582933, -3.001802], [-0.431063, 2.005365, -4.430478], [-1.235868, 0.883842, -5.179158], [-1.261120, -0.431258, -4.423048], [0.034354, -1.210072, -4.285846], [1.283895, -0.650975, -4.972563], [1.949523, 0.500238, -4.158335], [0.476319, 2.270824, -5.004562], [-0.852400, 0.719421, -6.205064], [-1.008308, 2.942994, -4.394289], [2.020019, 1.437061, -4.746037], [1.770367, 0.949125, -1.956884], [-0.241537, 2.304822, -2.197622], [2.999950, 0.262291, -3.921894], [1.997514, -1.486849, -5.063347], [-0.055527, -2.302777, -4.248041], [1.028598, -0.357548, -6.005359], [-2.282288, 1.212509, -5.304217], [-2.163317, -1.048939, -4.449362], [2.142648, 2.204579, 0.962307], [2.048163, 2.992149, 2.613655], [2.917593, 3.631536, 2.773404], [1.985818, 2.222648, 3.389229], [1.130481, 3.587343, 2.639812], [3.639209, 1.152592, 1.041073], [4.541491, 1.766892, 0.938567], [3.569924, 0.461715, 0.188885], [3.645367, 0.540754, 1.967034], [2.761651, 3.544022, -0.124381], [2.744863, 3.185519, -1.163061], [3.786697, 3.806862, 0.162331], [2.102909, 4.418540, -0.054733], [1.480228, -4.276992, -0.319895], [0.577385, -5.812913, -0.769875], [1.301272, -6.539347, -1.159234], [-0.119005, -5.521610, -1.568255], [0.035809, -6.207211, 0.094916], [3.155252, -4.737740, -0.922174], [3.181020, -4.464702, -1.987493], [3.267510, -5.826775, -0.807588], [3.929440, -4.194150, -0.370538], [1.640772, -4.305262, 1.494800], [2.498996, -4.931380, 1.769353], [0.716786, -4.669995, 1.946925], [1.819734, -3.274607, 1.846701], [-0.127051, 0.488454, 5.064334], [0.947239, -0.914859, 4.730246], [2.094935, -1.076661, 6.050505], [-0.025299, -2.402679, 4.551674], [1.708671, -0.620966, 3.319347], [2.938188, -0.394616, 3.427956], [0.989882, -0.607227, 2.288275]], "atomic_forces_ev_per_a": [[-2.7, -2.3, 6.0], [1.3, -0.9, 2.5], [0.6, -1.0, 0.1], [-0.5, -0.8, -1.4], [-1.0, 2.4, -2.1], [0.9, 0.7, 0.4], [-0.2, 0.6, -0.1], [-0.1, 0.1, 0.2], [-0.2, 0.0, -0.1], [0.3, 0.0, -0.1], [0.4, 0.1, 0.6], [-0.2, -0.1, 0.1], [-0.2, 0.2, 0.0], [0.2, 0.0, -0.1], [0.2, -0.2, 0.1], [0.1, 0.0, -0.1], [-0.3, -0.1, 0.1], [-0.1, 0.1, 0.1], [-0.5, -0.6, -0.2], [0.3, -0.3, -0.1], [-0.1, 0.1, -0.2], [-0.3, -0.2, 0.0], [-0.4, 0.0, -0.5], [0.3, -0.1, -0.1], [0.0, 0.2, 0.1], [-0.2, -0.1, 0.2], [0.6, 3.5, -1.3], [3.2, 2.0, -0.8], [-0.5, 0.2, 0.1], [-0.8, 0.4, 0.0], [1.7, -2.0, -2.8], [-1.7, 0.4, -3.3], [0.4, -0.6, 0.2], [0.5, -0.3, 0.4], [-0.5, -0.2, 0.4], [-0.1, 0.1, 0.5], [0.0, -0.5, 0.0], [-0.1, -0.6, 0.4], [-0.2, -0.4, 0.0], [-0.4, -0.4, 0.0], [-0.5, -0.2, 0.0], [-0.2, 0.4, 0.0], [0.0, 0.3, 0.2], [0.1, 0.0, 0.4], [0.5, -0.1, 0.1], [0.0, 0.4, 0.1], [2.9, 0.8, 1.6], [-1.3, -0.5, -0.2], [0.1, -0.1, -0.3], [0.1, 0.1, -0.1], [0.2, 0.1, 0.2], [-0.7, -0.9, -0.4], [-0.3, 0.1, 0.0], [0.3, 0.0, 0.2], [-0.2, 0.3, -0.3], [-1.3, 0.0, -0.7], [0.2, 0.2, 0.2], [-0.3, -0.2, 0.1], [0.2, -0.1, -0.1], [1.4, -2.9, 1.4], [-0.6, 0.9, -0.6], [-0.3, 0.2, 0.1], [-0.1, -0.6, 0.2], [0.0, 0.2, -0.2], [-0.2, 1.2, -0.6], [0.4, -0.3, 0.2], [-0.1, 0.4, 0.1], [-0.1, -0.1, -0.2], [-0.4, 1.2, 0.0], [-0.1, 0.0, -0.3], [0.1, 0.1, 0.0], [0.0, -0.3, 0.1], [0.2, -0.4, 0.0], [0.4, 0.3, -0.7], [-0.3, -0.1, -0.2], [0.1, 0.2, 0.1], [1.3, 0.3, 0.7], [-1.7, -0.4, -0.1], [0.4, 0.2, 0.2]], "lowdin_charge": [1.312, -0.207, -0.197, -0.158, -0.175, -0.240, -0.038, 0.072, 0.070, 0.103, -0.061, 0.063, 0.019, 0.100, -0.026, 0.108, 0.041, 0.068, -0.063, 0.100, 0.077, 0.034, -0.016, 0.116, 0.078, 0.078, -0.304, -0.290, -0.147, -0.152, -0.293, -0.296, -0.156, -0.163, 0.110, 0.130, 0.122, 0.114, 0.077, 0.109, 0.119, 0.118, 0.110, 0.125, 0.119, 0.114, 1.046, -0.196, 0.080, 0.044, 0.049, -0.222, 0.069, 0.044, 0.026, -0.235, 0.039, 0.072, 0.059, 1.059, -0.213, 0.062, 0.051, 0.067, -0.230, 0.056, 0.073, 0.064, -0.214, 0.084, 0.058, 0.043, 0.610, -1.475, 0.636, 0.587, -0.798, -0.085, -0.129], "fmax_ev_per_a": 6.96, "e_lumo_ev": [-6.714, -9.549], "relative_energy_kcal_mol": 103.0, "total_charge": 2, "multiplicity": 5}

{"formula": "C2H5NO2", "method": "ωB97M-V/def2-TZVPD", "symbols": ["O", "C", "C", "N", "O", "H", "H", "H", "H", "H"], "coordinates": [[-1.684224, -0.662450, -1.031011], [-0.275803, -0.383815, -1.401351], [0.618978, 0.018165, -0.239781], [0.092912, 0.449552, 0.837107], [1.215179, 0.805480, 1.769755], [-1.563438, -1.540177, -0.591729], [0.134283, -1.350453, -1.906467], [-0.178149, 0.377501, -2.154485], [1.667724, -0.238979, 0.022705], [0.982498, 0.654913, 2.707069]], "atomic_forces_ev_per_a": [[2.5, -0.5, 0.0], [0.0, -2.3, -0.1], [-0.1, -0.8, 2.3], [0.7, 0.8, 1.1], [-0.6, -0.6, -1.0], [-0.7, 1.1, -0.3], [-0.4, 1.6, 0.9], [-0.6, 0.4, -0.3], [-0.1, 0.2, -1.7], [-0.7, 0.0, -0.9]], "lowdin_charge": [-0.092, -0.209, -0.153, 0.032, -0.126, 0.096, 0.140, 0.100, 0.130, 0.081], "fmax_ev_per_a": 2.57, "e_lumo_ev": 0.827, "relative_energy_kcal_mol": 85.3, "smiles": "OC/C=N/O"}